# 1
C6H15NO in the gas phase, computed with ωB97M-V/def2-TZVPD.

Cartesian coordinates (Å):
O: 0.43062 3.71970 -1.38362
N: -1.53618 -2.83646 1.32002
C: 1.10419 1.46318 -0.91500
C: -0.00813 0.41942 -0.88707
C: -0.35374 -0.11957 0.50619
C: 0.66227 2.80376 -0.26634
C: 0.45057 -1.41193 0.82741
C: -0.37641 -2.62790 0.45463
H: -0.20639 0.61124 1.30272
H: 0.22605 -3.53930 0.49684
H: 1.85493 1.07386 -0.21097
H: -0.41887 3.46050 -1.73284
H: -0.26225 2.72811 0.30450
H: 1.33589 -1.37784 0.18961
H: 1.44006 3.28217 0.32037
H: -1.41566 -0.36327 0.45067
H: -2.31780 -3.27033 0.86491
H: -0.90872 0.67779 -1.44914
H: 1.58764 1.70230 -1.85316
H: 0.41674 -0.41546 -1.45247
H: -0.71654 -2.51674 -0.58217
H: -1.78947 -2.01120 1.83699
H: 0.80121 -1.45205 1.85793

Calculated values
- lowest unoccupied orbital energy (eV) = 0.96
- SMILES = NCCCCCCO
- E_tot (eV) = -10002.09319
- HOMO-LUMO gap (eV) = 10.0
- ΔE to the lowest compared entry with this formula, charge and spin (kJ/mol) = 160.55

---

# 2
A molecular structure, C6H15NO, computed with ωB97M-V/def2-TZVPD.

Cartesian coordinates (Å):
O: -0.39479 2.32258 -0.66602
N: 1.23423 -0.48236 -0.03294
C: -1.41975 0.64732 0.64597
C: 2.24718 0.56852 0.10240
C: 0.11712 -2.33290 1.11601
C: -0.91485 1.01666 -0.61726
C: 0.72120 -0.95004 1.14597
C: -1.52094 0.52440 -1.90811
H: -2.26773 -0.03029 0.65427
H: -2.34889 1.16926 -2.22445
H: 0.35653 0.03999 -0.56643
H: -1.89821 -0.49258 -1.79344
H: -0.46127 -0.13514 1.21619
H: -1.49121 1.43783 1.38666
H: -0.78478 0.51232 -2.71693
H: -0.57773 -2.42357 0.27807
H: -0.43091 -2.54239 2.03698
H: 1.26280 -0.68644 2.05546
H: 0.12257 2.42424 -1.47220
H: 2.48487 0.96388 -0.88602
H: 1.91789 1.40539 0.73215
H: 3.15812 0.14138 0.52395
H: 0.88854 -3.09805 0.98970

Calculated values
- lowest unoccupied orbital energy (eV) = 0.80
- E_tot (eV) = -9999.74434
- HOMO-LUMO gap (eV) = 8.1
- ΔE to the lowest compared entry with this formula, charge and spin (kJ/mol) = 387.18

---

# 3
2 unconnected molecules or ions with the total composition C6H15NO, computed with ωB97M-V/def2-TZVPD.

Cartesian coordinates (Å):
O: 2.42597 -2.02213 6.19766
N: 0.06430 -1.97708 -1.50394
C: -1.28530 -1.49103 0.44936
C: -0.46152 2.62974 -1.68739
C: -1.07096 0.22025 -1.37936
C: -0.37129 -0.90543 -0.62552
C: -0.03992 1.24829 -2.01244
C: 0.19287 3.54054 -0.99606
H: -1.65867 0.81840 -0.67528
H: -0.25534 4.50482 -0.77254
H: -0.70290 -2.14022 1.11589
H: -0.56832 -2.75481 -1.60848
H: 3.27212 -2.30947 5.84660
H: 1.73226 -2.45255 5.66984
H: -1.77334 -0.16478 -2.08428
H: -1.44857 2.85193 -2.04839
H: -2.07190 -2.08836 -0.00514
H: -1.66940 -0.79111 1.18010
H: 0.48047 -0.54411 -0.08536
H: -0.14001 1.10286 -3.09519
H: 0.97087 0.89262 -1.83640
H: 1.14358 3.36210 -0.49965
H: 0.43875 -1.63136 -2.37199

Calculated values
- lowest unoccupied orbital energy (eV) = 0.81
- SMILES = C=CCC[C@@H](C)N.O
- E_tot (eV) = -10001.73204
- HOMO-LUMO gap (eV) = 9.8
- ΔE to the lowest compared entry with this formula, charge and spin (kJ/mol) = 195.39

---

# 4
C6H15NO in the gas phase, computed with ωB97M-V/def2-TZVPD.

Cartesian coordinates (Å):
O: -2.21800 -1.91078 1.06483
N: 1.13411 -0.52142 1.22872
C: -0.71252 0.57615 -0.28079
C: -0.79782 -1.84562 0.54010
C: -0.34559 -0.40307 0.84955
C: 0.33980 1.66886 -2.43573
C: -0.13955 0.27152 -1.76008
C: 1.64169 0.51395 2.20045
H: 1.63217 -0.01560 3.18001
H: 1.31769 1.65393 -2.69246
H: 1.72343 -0.55780 0.43824
H: -0.29710 -2.66983 0.97490
H: -0.87098 -0.38251 -2.30957
H: -1.84675 0.61878 -0.30304
H: -0.91811 -0.19068 1.88927
H: 1.11180 1.45323 2.26079
H: -0.29747 1.69138 -3.32525
H: 0.19345 2.42912 -1.63871
H: -2.89903 -1.91519 0.41909
H: -0.41551 1.44254 0.00652
H: -0.73006 -2.11159 -0.45148
H: 2.75971 0.64090 1.93357
H: 0.63466 -0.43628 -1.78894

Calculated values
- lowest unoccupied orbital energy (eV) = 0.93
- SMILES = CCC[C@@H](CO)NC
- E_tot (eV) = -10000.11501
- HOMO-LUMO gap (eV) = 9.6
- ΔE to the lowest compared entry with this formula, charge and spin (kJ/mol) = 351.41

---

# 5
C6H15NO in the gas phase, computed with ωB97M-V/def2-TZVPD.

Cartesian coordinates (Å):
O: -1.56320 2.23210 3.17839
N: -1.56724 0.64613 1.40014
C: -0.16327 0.74945 0.96680
C: 0.78249 -1.17895 -3.12612
C: -1.79042 0.85113 2.79819
C: 0.05304 0.35553 -0.48570
C: 0.92998 -0.87202 -0.64159
C: 1.75975 -0.87634 -1.91892
H: -0.91312 0.01545 -0.91011
H: -0.64872 2.26996 3.52159
H: 0.82921 -2.24843 -3.33133
H: -1.94667 -0.23609 1.10231
H: 1.12841 -0.60635 -3.99608
H: 0.23335 1.26189 -1.09345
H: 1.50073 -1.02382 0.32941
H: 0.31080 -1.76650 -0.47414
H: -0.25764 -1.12281 -2.84714
H: -1.25566 0.12533 3.47574
H: 0.12138 1.73872 1.36297
H: -2.87351 0.80839 3.04168
H: 2.10347 0.22404 -2.13131
H: 0.54350 0.16505 1.62796
H: 2.68332 -1.51187 -1.84928

Calculated values
- lowest unoccupied orbital energy (eV) = 0.97
- SMILES = CCCCCNCO
- E_tot (eV) = -10001.23181
- HOMO-LUMO gap (eV) = 9.9
- ΔE to the lowest compared entry with this formula, charge and spin (kJ/mol) = 243.66

---

# 6
2 unconnected molecules or ions with the total composition C6H15NO, computed with ωB97M-V/def2-TZVPD.

Cartesian coordinates (Å):
O: -3.30694 -1.16738 1.78335
N: -2.73802 -0.67522 -0.28697
C: -0.31179 -2.14603 1.95868
C: 0.71661 1.17345 -2.12497
C: -0.91482 -0.93749 1.21640
C: 1.21103 1.19741 -0.59942
C: 2.60801 1.65550 -0.41095
C: -2.33651 -0.93930 1.04238
H: 1.13297 0.12691 -0.05451
H: -0.19343 0.53459 -2.37097
H: 3.11482 2.12616 -1.33253
H: 0.61224 2.16886 -2.61184
H: 2.71287 2.62037 0.13766
H: -0.64425 -2.04343 2.99815
H: 0.34319 1.74462 -0.04249
H: 3.22155 0.94443 0.02704
H: -0.41050 -3.05401 1.49021
H: -3.73838 -0.71943 -0.45165
H: 1.30899 0.70400 -2.86837
H: -2.26075 -0.37342 -1.02946
H: -0.50618 -0.94369 0.15291
H: 0.84112 -1.99664 1.84128
H: -0.46183 -0.00027 1.53605

Calculated values
- lowest unoccupied orbital energy (eV) = 0.76
- SMILES = CCC(N)=O.CCC
- E_tot (eV) = -10001.21308
- HOMO-LUMO gap (eV) = 10.6
- ΔE to the lowest compared entry with this formula, charge and spin (kJ/mol) = 245.46

---

# 7
2 unconnected molecules or ions with the total composition C6H15NO2, computed with ωB97M-V/def2-TZVPD.

Cartesian coordinates (Å):
O: -0.25091 2.65472 -1.89184
O: 2.31531 0.11067 -1.97708
N: 1.04418 0.17445 -0.10281
C: -1.50796 0.26812 2.01149
C: -3.02332 0.02713 2.24825
C: -0.82858 -0.83522 1.23287
C: 1.55708 -0.45925 -1.22778
C: 0.87134 -1.76273 -1.58824
C: 0.69739 -0.58636 1.10318
H: -3.13464 -0.42587 3.22140
H: 0.96606 0.00660 1.97419
H: -0.97968 -1.83485 1.64513
H: -1.04172 0.42255 2.97841
H: -0.15303 -1.46356 -1.80526
H: -3.40191 -0.75563 1.59279
H: -1.25511 -0.88474 0.23766
H: 1.26584 -2.01934 -2.58221
H: -1.15507 2.50436 -1.58441
H: 1.62916 0.96789 0.11444
H: -1.37571 1.20136 1.45241
H: -3.60276 0.94820 2.22809
H: 1.23538 -1.52748 1.18594
H: 1.02719 -2.67125 -1.00641
H: -0.03244 1.78630 -2.27861

Calculated values
- lowest unoccupied orbital energy (eV) = 0.68
- SMILES = CCCCNC(C)=O.O
- E_tot (eV) = -12050.41033
- HOMO-LUMO gap (eV) = 10.4
- ΔE to the lowest compared entry with this formula, charge and spin (kJ/mol) = 96.58

---

# 8
C6H15NO2 in the gas phase, computed with ωB97M-V/def2-TZVPD.

Cartesian coordinates (Å):
O: 1.78007 -1.06604 -0.75056
O: -0.83808 -0.36700 -1.48195
N: 1.26279 -2.27101 -1.26986
C: -1.09632 -1.29190 0.74795
C: 0.95507 0.04660 0.02035
C: -0.49927 -0.21522 -0.14307
C: -0.81943 2.45727 -0.63271
C: -1.07740 1.33203 0.35321
C: 1.52759 0.03214 1.42597
H: 1.26132 -2.25988 -2.29334
H: -0.58706 -2.23432 0.56096
H: 2.61066 -0.05034 1.36277
H: -1.51820 3.27904 -0.47170
H: 0.19381 2.84514 -0.54906
H: 1.84788 -3.09785 -1.15463
H: 1.31915 0.96373 1.94628
H: -2.16120 -1.40169 0.53778
H: -1.78262 -0.54840 -1.54579
H: -0.96577 2.10477 -1.65325
H: -2.14986 1.13120 0.41680
H: 1.28406 0.89218 -0.58319
H: -0.99244 -1.03365 1.79769
H: -0.75936 1.58729 1.36235
H: 1.20461 -0.83410 1.99700

Calculated values
- lowest unoccupied orbital energy (eV) = 0.95
- SMILES = CC[C@@](C)(O)[C@@H](C)ON
- E_tot (eV) = -12047.44077
- HOMO-LUMO gap (eV) = 9.3
- ΔE to the lowest compared entry with this formula, charge and spin (kJ/mol) = 383.10

---

# 9
2 unconnected molecules or ions with the total composition C6H15NO2, computed with ωB97M-V/def2-TZVPD.

Cartesian coordinates (Å):
O: -1.62012 0.16771 1.07074
O: -0.66919 1.55304 -0.54814
N: -0.44256 -0.75441 -0.63913
C: 1.71275 1.00587 0.65623
C: -1.31428 0.39430 -0.30098
C: -2.46510 1.16162 1.62115
C: -0.23959 -0.88540 -2.07584
C: 2.33488 -1.35781 0.02607
C: 1.47324 -0.34882 0.71314
H: 0.36253 1.42714 -0.10141
H: -2.26280 0.37101 -0.88306
H: 2.84891 -0.92695 -0.83283
H: -2.60369 0.90332 2.66914
H: 3.07025 -1.73809 0.73859
H: 0.36120 -1.76871 -2.28454
H: 0.26868 0.00719 -2.43666
H: 0.88590 -0.72378 1.54166
H: 2.54401 1.36036 0.05783
H: -3.43792 1.17442 1.11410
H: -2.00942 2.15139 1.54150
H: -0.83968 -1.59917 -0.24050
H: 1.73978 -2.20346 -0.32132
H: 1.49166 1.60267 1.53318
H: -1.18943 -0.97345 -2.61892

Calculated values
- lowest unoccupied orbital energy (eV) = 0.98
- SMILES = CN[C@H](O)OC.C=CC
- E_tot (eV) = -12048.09845
- HOMO-LUMO gap (eV) = 9.2
- ΔE to the lowest compared entry with this formula, charge and spin (kJ/mol) = 319.64

---

# 10
A molecular structure, C6H15NO2, computed with ωB97M-V/def2-TZVPD.

Cartesian coordinates (Å):
O: 2.36297 1.82108 0.73036
O: 2.08317 -0.44117 -0.48871
N: 0.95821 -1.36385 1.30942
C: -2.01031 -0.77774 -0.43147
C: -0.49604 1.16468 1.57935
C: -0.55834 -0.73159 -0.88347
C: 0.26109 0.78098 0.36301
C: -0.38421 -0.10414 -2.25609
C: 1.00050 -0.46310 0.20461
H: 0.35147 1.50755 -0.43268
H: 1.63401 -2.10257 1.17014
H: -1.56621 1.20894 1.35842
H: 2.53720 1.03241 0.11969
H: -0.20292 2.16325 1.90265
H: -0.83179 -0.73900 -3.02393
H: -2.12048 -1.18223 0.57778
H: -0.22039 -1.76736 -0.95846
H: 2.79408 1.57920 1.55944
H: 0.67669 -0.00170 -2.48210
H: -2.47997 0.20782 -0.47605
H: -2.58475 -1.42535 -1.09948
H: -0.86963 0.87301 -2.32068
H: 0.04408 -1.71147 1.56691
H: -0.37844 0.47235 2.41134

Calculated values
- lowest unoccupied orbital energy (eV) = 0.74
- E_tot (eV) = -12048.06997
- HOMO-LUMO gap (eV) = 9.2
- ΔE to the lowest compared entry with this formula, charge and spin (kJ/mol) = 322.39

---

# 11
2 unconnected molecules or ions with the total composition C6H15NO2, computed with ωB97M-V/def2-TZVPD.

Cartesian coordinates (Å):
O: 1.45937 -1.55770 -2.25119
O: 2.77007 2.36334 0.72282
N: -2.27956 1.35387 0.30577
C: -0.85783 -0.48873 -0.11098
C: -0.29336 -1.81931 0.24780
C: -2.77494 2.27106 1.33610
C: 1.86970 -1.09659 -0.98353
C: -1.83306 0.15934 0.63402
C: 1.28486 -1.87868 0.17975
H: -1.79121 1.78468 -0.47951
H: 2.06715 1.71207 0.79801
H: -0.54222 -1.91231 1.30454
H: -0.85503 -2.62009 -0.24590
H: 0.51088 -1.75780 -2.25079
H: 1.62138 -1.51283 1.14566
H: 2.88029 2.60930 -0.19796
H: -0.49531 0.06313 -0.97550
H: 1.65323 -0.04374 -0.78545
H: -2.28819 -0.33136 1.49133
H: 1.45042 -2.94511 0.03810
H: -2.01174 2.55828 2.05654
H: -3.22389 3.13511 0.85051
H: 2.93469 -1.23914 -0.99950
H: -3.50549 1.74510 1.92160

Calculated values
- lowest unoccupied orbital energy (alpha / beta) (eV) = -3.76 / -7.12
- E_tot (eV) = -12041.47493
- charge = +1
- HOMO-LUMO gap (alpha / beta) (eV) = 10.2 / 6.9
- ΔE to the lowest compared entry with this formula, charge and spin (kJ/mol) = 46.21
- <S²> = 0.76
- spin multiplicity = 2

---

# 12
C6H15NO2S2 in the gas phase, computed with ωB97M-V/def2-TZVPD.

Cartesian coordinates (Å):
S: -1.03768 0.52422 -0.17193
S: 1.32169 -0.81591 0.70156
O: 0.22518 -0.46676 -0.51957
O: -1.48075 0.94374 -1.46368
N: -0.74108 1.55656 0.87904
C: -2.25144 -0.87571 0.53609
C: 2.70956 0.12695 -0.03414
C: -3.44515 -0.07204 0.92456
C: 3.71285 -0.57916 -0.93659
C: -2.56326 -1.93167 -0.51071
C: 3.38710 1.02296 1.06317
H: -2.20991 -3.02167 -0.43080
H: 3.70373 2.04819 0.83234
H: -2.36135 -1.42566 -1.50695
H: 2.62778 1.10401 1.88123
H: -1.79640 -1.27208 1.42690
H: -2.91062 0.60574 1.47844
H: 4.47541 0.20277 -1.19351
H: -4.25453 -0.54709 1.54906
H: -0.26105 1.40750 1.76360
H: -3.60377 -2.11388 -0.45934
H: 2.26525 0.68559 -0.83715
H: 3.30332 -1.08634 -1.85405
H: 4.19273 0.33581 1.39964
H: 4.24597 -1.31860 -0.46238
H: -3.93730 0.28802 -0.04174

Calculated values
- lowest unoccupied orbital energy (alpha / beta) (eV) = 0.60 / -2.48
- E_tot (eV) = -33713.57929
- HOMO-LUMO gap (alpha / beta) (eV) = 6.4 / 7.3
- ΔE to the lowest compared entry with this formula, charge and spin (kJ/mol) = 0.00
- <S²> = 2.01
- spin multiplicity = 3